1.
{
  "formula": "C45H65BN5P2SeW",
  "method": "ωB97M-V/def2-TZVPD",
  "spin_multiplicity": 3,
  "charge": 1,
  "orbital_gap_ev": [6.789, 6.397],
  "molar_mass_g_mol": 1011.6,
  "homo_energy_ev": [-9.598, -9.972],
  "s_squared": 2.0365,
  "species": ["W", "C", "C", "C", "C", "P", "C", "N", "B", "N", "C", "P", "C", "C", "C", "C", "C", "C", "C", "C", "C", "C", "C", "C", "C", "C", "C", "C", "C", "C", "H", "H", "H", "H", "H", "H", "H", "H", "H", "H", "H", "H", "H", "H", "H", "H", "H", "H", "H", "H", "H", "H", "H", "H", "H", "H", "H", "H", "H", "H", "H", "H", "H", "H", "H", "H", "H", "H", "H", "H", "H", "H", "H", "H", "N", "C", "C", "C", "C", "C", "C", "C", "C", "C", "H", "H", "H", "H", "C", "C", "C", "C", "C", "C", "Se", "C", "C", "C", "H", "H", "H", "H", "H", "H", "H", "H", "H", "H", "H", "C", "N", "C", "C", "N", "H", "H", "H", "H", "H", "H"],
  "positions_angstrom": [[-0.376506, -0.411494, 0.427154], [1.455620, 0.633844, -4.390240], [1.019908, 1.143023, -3.013779], [0.476148, 2.567716, -3.138037], [2.246632, 1.157764, -2.101929], [-0.235077, 0.000628, -2.175534], [0.332300, -1.658652, -2.800623], [-0.352861, -2.605586, -1.966585], [-0.770034, -2.288056, -0.639526], [-1.634976, -3.364439, -0.268057], [-2.387543, -3.418223, 0.950025], [-1.741802, -2.007661, 1.985401], [-3.274422, -0.915298, 2.238436], [-3.370722, -0.197329, 0.882471], [-4.601507, -1.609352, 2.533940], [-2.993452, 0.132653, 3.322233], [-1.220288, -2.943358, 3.545364], [-2.444368, -3.527424, 4.246410], [-0.424732, -2.076643, 4.526139], [-0.275076, -4.060980, 3.058156], [-1.744143, -4.267098, -1.319781], [-2.493843, -5.422572, -1.461644], [-2.428535, -6.097125, -2.674898], [-1.639759, -5.626309, -3.719433], [-0.878397, -4.471655, -3.583317], [-0.936778, -3.794946, -2.376066], [-1.916785, 0.233029, -3.028667], [-1.824877, 0.370723, -4.547988], [-2.571246, 1.487375, -2.427744], [-2.805533, -0.983923, -2.739990], [2.160256, 1.357812, -4.805422], [0.631264, 0.540286, -5.093384], [1.971925, -0.323864, -4.327146], [1.301941, 3.247887, -3.360414], [0.016767, 2.904344, -2.211957], [-0.244886, 2.661258, -3.949592], [2.981780, 1.865881, -2.493857], [2.721964, 0.179082, -2.043403], [1.975153, 1.461204, -1.094455], [1.417515, -1.742392, -2.698654], [0.064272, -1.791712, -3.850490], [-2.237237, -4.368325, 1.462161], [-3.458505, -3.312961, 0.755671], [-3.761412, -0.855580, 0.107047], [-2.370415, 0.168863, 0.575662], [-4.013971, 0.681928, 0.946667], [-4.851808, -2.373215, 1.798568], [-5.397145, -0.860835, 2.501853], [-4.619110, -2.065991, 3.520558], [-2.132220, 0.747715, 3.061765], [-2.826449, -0.337441, 4.292073], [-3.857228, 0.793389, 3.419658], [-3.026207, -2.750287, 4.741600], [-2.114325, -4.231376, 5.013097], [-3.092248, -4.069218, 3.555333], [-0.969602, -1.185138, 4.834660], [0.530254, -1.784344, 4.094795], [-0.223200, -2.669098, 5.421183], [-0.807996, -4.956519, 2.743516], [0.381541, -4.355671, 3.878087], [0.358703, -3.716889, 2.235711], [-3.118231, -5.794384, -0.658513], [-3.004947, -7.002151, -2.811180], [-1.621617, -6.163753, -4.657991], [-0.260507, -4.118240, -4.399127], [-1.321788, 1.285357, -4.853607], [-2.839106, 0.409698, -4.952398], [-1.323223, -0.482632, -5.005968], [-2.174320, 2.397044, -2.876732], [-2.414495, 1.553071, -1.349615], [-3.648132, 1.469219, -2.612299], [-2.471335, -1.866896, -3.283228], [-3.824209, -0.764997, -3.068514], [-2.838567, -1.233689, -1.680869], [9.487462, -2.422185, 0.504907], [8.362546, -2.189799, 0.467932], [6.961274, -1.907383, 0.428965], [6.505739, -0.603546, 0.625034], [5.151717, -0.335362, 0.599055], [4.232108, -1.365876, 0.379886], [4.698937, -2.670296, 0.174759], [6.051477, -2.941202, 0.200417], [2.830645, -1.111355, 0.369418], [1.624083, -0.935207, 0.344496], [7.224355, 0.185710, 0.798823], [4.793815, 0.675663, 0.745114], [3.981919, -3.460568, -0.001651], [6.417882, -3.947174, 0.048670], [1.699906, 7.625957, -1.724492], [1.194398, 6.329855, -1.154948], [2.041521, 5.436401, -0.520212], [1.594054, 4.228086, 0.008699], [2.624649, 3.376584, 0.706762], [0.235864, 3.914153, -0.105279], [-0.465573, 2.302189, 0.733129], [-0.653650, 4.806974, -0.721041], [-2.136418, 4.572578, -0.847440], [-0.149331, 5.991716, -1.244030], [2.730695, 7.812445, -1.427691], [1.085087, 8.462178, -1.391006], [1.660640, 7.605522, -2.815234], [3.092676, 5.686469, -0.414720], [3.032708, 3.927954, 1.557457], [3.452601, 3.160075, 0.030693], [2.210114, 2.436094, 1.064827], [-2.434310, 3.621127, -0.416493], [-2.441095, 4.595625, -1.895320], [-2.680160, 5.365150, -0.330383], [-0.840423, 6.677338, -1.724233], [2.160992, 2.390427, 3.880741], [1.005181, 1.531756, 4.147664], [0.092246, 1.950709, 5.211629], [0.575572, 0.745327, 3.211024], [0.196383, -0.014482, 2.421361], [2.698489, 2.554497, 4.812915], [1.840232, 3.350711, 3.472320], [2.819904, 1.903346, 3.166694], [0.669257, 2.129332, 6.116524], [-0.632653, 1.164523, 5.408173], [-0.439758, 2.862892, 4.933347]],
  "forces_ev_per_angstrom": [[1.4, 0.8, 0.4], [-0.1, -0.1, 0.0], [0.0, 0.1, 0.3], [0.0, 0.0, 0.0], [0.1, 0.1, 0.0], [0.0, -0.5, -0.7], [-0.1, 0.1, 0.1], [0.2, -0.1, 0.0], [-0.3, -0.2, -0.4], [0.0, -0.1, 0.2], [0.0, 0.1, -0.1], [-0.8, -0.5, -0.3], [0.4, 0.1, 0.0], [-0.1, -0.4, 0.2], [0.0, -0.1, 0.0], [0.0, -0.1, 0.0], [0.3, 0.3, -0.2], [0.0, 0.0, -0.1], [0.0, 0.0, 0.0], [0.0, 0.0, 0.0], [0.1, 0.0, -0.3], [0.0, 0.0, 0.1], [0.0, 0.0, -0.1], [0.0, 0.0, 0.0], [0.0, 0.0, 0.0], [-0.1, -0.1, 0.0], [0.0, 0.0, 0.3], [0.0, 0.1, 0.0], [0.0, 0.0, -0.1], [0.0, 0.0, 0.0], [0.0, 0.0, 0.0], [0.1, 0.0, 0.0], [0.0, 0.0, 0.0], [0.0, 0.0, 0.0], [0.0, 0.0, -0.1], [0.0, 0.0, 0.1], [0.0, 0.0, 0.0], [0.0, 0.0, 0.0], [0.0, 0.1, 0.1], [0.0, 0.1, -0.1], [0.0, 0.0, 0.0], [-0.1, 0.0, 0.1], [0.0, 0.0, 0.0], [0.1, 0.0, 0.0], [-0.7, 0.5, -0.2], [0.1, 0.1, 0.0], [0.0, 0.0, 0.0], [0.0, 0.0, 0.0], [0.0, 0.0, 0.0], [0.0, 0.1, 0.1], [0.0, 0.0, 0.0], [0.0, 0.0, 0.0], [0.0, 0.0, 0.0], [0.0, 0.0, 0.0], [0.0, 0.0, 0.1], [0.0, 0.0, 0.0], [0.0, 0.0, 0.1], [0.0, 0.0, 0.0], [0.0, 0.0, -0.1], [0.0, 0.0, 0.0], [0.0, -0.1, 0.0], [0.0, 0.0, 0.0], [0.0, 0.0, 0.0], [0.0, 0.0, 0.0], [0.0, 0.0, 0.0], [0.0, -0.1, 0.0], [0.0, 0.0, 0.0], [0.0, 0.0, 0.0], [0.0, 0.0, 0.1], [0.0, 0.0, 0.0], [0.0, 0.0, -0.1], [0.0, 0.0, 0.0], [0.0, 0.1, 0.0], [0.0, 0.0, 0.0], [-0.1, 0.0, 0.0], [0.3, -0.1, 0.0], [-0.4, 0.0, 0.0], [0.1, -0.1, 0.0], [-0.1, 0.0, 0.0], [0.2, -0.1, 0.0], [0.0, 0.1, 0.0], [0.1, 0.1, 0.0], [-0.2, -0.1, 0.0], [-0.7, 0.1, -0.1], [0.0, 0.0, 0.0], [0.0, 0.0, 0.0], [0.0, 0.0, 0.0], [0.0, 0.0, 0.0], [0.0, -0.1, 0.0], [0.0, 0.0, 0.0], [0.0, 0.0, 0.0], [0.0, 0.1, 0.0], [-0.1, 0.0, -0.1], [-0.1, -0.4, 0.0], [0.1, -0.1, 0.2], [0.0, 0.1, 0.0], [0.0, 0.0, 0.1], [0.0, 0.0, 0.1], [0.0, 0.0, 0.0], [0.0, 0.0, 0.0], [0.0, 0.0, 0.0], [0.0, 0.0, 0.0], [0.0, 0.0, 0.0], [0.0, 0.0, 0.0], [0.0, 0.0, -0.1], [0.0, 0.0, 0.0], [0.0, 0.0, 0.0], [0.0, 0.0, 0.0], [0.0, 0.0, 0.0], [0.1, 0.1, 0.0], [0.1, 0.0, 0.1], [-0.2, 0.1, 0.0], [-0.1, -0.1, 0.0], [0.3, 0.4, 0.5], [0.0, -0.1, 0.0], [0.0, -0.1, 0.0], [0.0, 0.0, 0.0], [0.0, 0.0, 0.0], [0.0, 0.0, 0.0], [0.1, 0.0, 0.0]]
}

---

2.
{
  "formula": "C45H65BiIN4O2P",
  "method": "ωB97M-V/def2-TZVPD",
  "spin_multiplicity": 1,
  "charge": 2,
  "orbital_gap_ev": 6.711,
  "molar_mass_g_mol": 1060.9,
  "homo_energy_ev": -12.140,
  "species": ["Bi", "I", "C", "C", "C", "C", "C", "C", "C", "C", "C", "C", "H", "H", "H", "H", "H", "H", "C", "C", "C", "C", "C", "C", "C", "C", "C", "C", "C", "C", "C", "C", "C", "C", "C", "C", "C", "C", "C", "P", "C", "C", "C", "C", "C", "C", "C", "C", "H", "H", "H", "H", "H", "H", "H", "H", "H", "H", "H", "H", "H", "H", "H", "H", "H", "H", "H", "H", "H", "H", "H", "H", "H", "H", "H", "H", "H", "H", "H", "H", "H", "H", "H", "H", "H", "H", "H", "H", "H", "H", "H", "H", "H", "N", "C", "C", "C", "C", "N", "C", "N", "N", "C", "O", "O", "H", "H", "H", "H", "H", "H", "H", "H", "H", "H", "H", "H", "H", "H"],
  "positions_angstrom": [[0.922601, -0.271073, -0.416043], [3.741580, -0.729555, 0.411489], [4.158224, 0.967819, -0.852350], [5.445832, 0.905355, -1.356993], [5.931382, 1.983771, -2.035630], [5.130621, 3.127559, -2.146046], [3.848763, 3.156332, -1.598304], [3.176497, 4.508031, -1.581355], [1.941644, 4.836366, -1.143774], [0.945583, 3.884087, -0.604402], [1.832559, 1.873739, -0.544364], [3.313633, 2.019868, -0.962149], [6.050357, 0.035231, -1.343319], [6.966684, 1.961244, -2.387351], [5.586892, 3.988981, -2.612163], [3.808060, 5.338088, -1.842071], [1.643437, 5.889924, -1.132746], [0.035698, 4.358007, -0.283185], [0.112043, 3.766787, -3.668691], [1.006977, 2.696335, -3.092241], [0.817160, 1.332561, -3.741125], [0.804995, 2.552534, -1.519286], [-0.546400, 1.888380, -1.287185], [-1.164119, 1.591152, -0.103358], [-2.650306, 1.166761, -0.351654], [-3.192644, -0.023633, 0.346344], [-3.476042, 2.454914, -0.094591], [-0.642165, 1.869125, 1.285819], [0.434837, 2.675213, 1.544249], [1.508063, 2.950151, 0.523552], [0.486113, 3.509121, 2.791120], [-0.425745, 4.716482, 2.601426], [1.881975, 4.087304, 3.128145], [-1.433871, 1.294528, 2.535962], [-2.468420, 1.978043, 3.201084], [-3.316897, 1.339769, 4.068283], [-3.025967, 0.075301, 4.426720], [-1.939058, -0.597184, 3.879957], [-1.150841, -0.051388, 2.895809], [0.341046, -0.981633, 2.424211], [-0.104711, -2.877212, 2.202420], [-1.284042, -2.989557, 1.207502], [1.102735, -3.602585, 1.462195], [-0.514228, -3.696261, 3.423058], [1.544170, -0.736994, 3.809067], [2.102923, 0.661488, 3.492340], [0.966422, -0.794360, 5.206006], [2.553378, -1.855176, 3.836617], [-0.423474, 3.378298, -4.560546], [0.686635, 4.637244, -3.983322], [-0.659272, 4.039937, -2.958108], [2.094089, 2.946504, -3.319836], [-0.176724, 0.890603, -3.748707], [1.380673, 0.572866, -3.169806], [1.182434, 1.161424, -4.745252], [-1.167427, 1.657173, -2.127122], [-2.681374, 0.948349, -1.418457], [-3.392241, 0.177465, 1.429638], [-2.587598, -0.942540, 0.237514], [-4.103191, -0.237319, -0.110366], [-3.488597, 2.681376, 0.944389], [-4.474501, 2.258106, -0.409659], [-3.102772, 3.319044, -0.711287], [2.298984, 3.401681, 1.056508], [0.122314, 2.935481, 3.611760], [0.062758, 5.426911, 1.903942], [-0.620906, 5.223563, 3.541541], [-1.401088, 4.497494, 2.244710], [2.330943, 4.740245, 2.367318], [2.621932, 3.265995, 3.245230], [1.869661, 4.651845, 4.076736], [-2.666449, 3.022817, 2.791631], [-4.049834, 1.892295, 4.578174], [-3.581949, -0.273489, 5.303846], [-1.653520, -1.583047, 4.275861], [-1.264766, -2.359226, 0.294627], [-2.191812, -2.759242, 1.757515], [-1.373345, -4.040085, 0.859518], [1.333858, -3.063943, 0.489226], [0.664715, -4.548056, 1.200531], [1.965301, -3.693496, 2.082644], [-1.504712, -3.378321, 3.679543], [0.175274, -3.632603, 4.293043], [-0.579029, -4.735323, 3.025274], [1.274053, 1.344531, 3.385928], [2.676303, 0.780751, 2.588042], [2.738001, 1.026613, 4.295270], [0.244428, -0.025868, 5.395626], [1.770791, -0.608902, 5.985446], [0.454041, -1.732341, 5.328102], [3.189881, -1.926509, 2.915316], [2.168268, -2.732629, 4.255427], [3.244417, -1.430650, 4.592655], [1.273180, -2.444687, -2.268042], [0.306703, -2.353263, -3.327071], [0.015928, -3.638953, -4.075252], [-0.499906, -4.844149, -3.265620], [-1.905872, -4.670141, -2.750881], [-2.856637, -4.154472, -3.664484], [-3.963394, -4.654436, -4.169787], [-4.173309, -5.971660, -4.096854], [-4.847396, -3.871710, -4.713337], [-0.995816, -1.708484, -2.890701], [-1.896211, -1.697954, -3.756601], [-1.027350, -1.040652, -1.811699], [2.188546, -2.549843, -2.645905], [1.176985, -3.168454, -1.563357], [0.799178, -1.722872, -4.057169], [0.997561, -3.941343, -4.524712], [-0.589764, -3.407641, -4.896950], [0.164851, -5.067364, -2.523338], [-0.465947, -5.645519, -3.951381], [-1.918834, -3.988543, -1.875367], [-2.284716, -5.585244, -2.303242], [-2.634603, -3.174793, -3.954674], [-3.569800, -6.514317, -3.523416], [-5.109698, -6.361000, -4.173458], [-4.773421, -2.931943, -4.763674], [-5.622833, -4.299316, -5.226137]],
  "forces_ev_per_angstrom": [[-0.8, -0.2, 0.5], [0.7, 0.2, -0.4], [1.2, -1.6, 0.5], [-0.2, 0.1, -0.4], [0.2, 1.0, -0.2], [0.6, -0.7, 0.4], [-0.2, 1.7, -0.1], [-0.8, -0.4, 0.6], [0.9, 0.0, -0.2], [0.1, -1.4, -0.7], [1.0, 0.6, -0.2], [-1.9, -0.2, -0.2], [0.3, -0.8, 0.5], [-0.5, 0.1, -0.1], [-0.4, 0.2, 0.0], [0.3, 0.1, -0.4], [0.2, -0.3, -0.1], [-0.5, 0.3, -0.3], [-0.5, -0.2, -0.9], [1.8, -0.7, 0.7], [0.1, -1.6, 0.6], [-0.6, 1.1, -0.5], [0.7, 0.6, 1.2], [-0.2, -0.5, 0.0], [1.4, 1.5, 0.0], [0.9, -0.5, 2.1], [0.9, -0.2, -1.4], [-0.4, 0.1, 1.4], [-0.6, -0.7, -1.1], [-1.8, 0.0, -0.4], [1.0, 1.1, -0.2], [0.5, 0.9, -0.1], [0.7, -0.9, 0.6], [0.4, 0.1, -1.7], [0.6, 1.6, -2.9], [1.0, 1.2, -0.3], [0.0, -1.5, 1.5], [-0.3, -1.3, 0.9], [0.1, 1.0, 0.2], [-0.7, -1.1, -1.0], [0.9, 0.5, -1.3], [-0.2, 0.0, -0.1], [-1.4, 2.0, -0.6], [0.8, -0.3, -0.3], [-0.1, 0.3, -0.6], [0.0, -0.1, 0.6], [0.2, 1.0, 0.8], [2.8, 2.5, -0.7], [0.3, 0.3, 0.4], [-0.2, 0.1, 0.2], [-0.2, 0.4, 0.1], [-1.4, -0.1, 0.5], [-0.5, 0.5, 0.1], [0.3, 0.1, 0.1], [0.2, 0.7, -0.4], [0.1, 0.1, -0.6], [-0.1, 0.0, 0.0], [0.1, -0.3, -0.9], [-0.1, 0.8, 0.1], [-1.8, -0.5, -0.7], [0.0, 0.4, 0.7], [-1.0, 0.0, -0.2], [-0.2, -0.8, 0.7], [1.3, 0.0, 0.1], [-0.3, -0.4, 0.8], [-0.4, -0.2, 0.4], [0.4, 0.2, 0.2], [-0.8, -0.4, -0.7], [-0.6, 0.1, 0.1], [-0.4, 0.4, 0.1], [-0.2, -0.3, -0.4], [0.2, -1.5, 1.1], [-1.1, 0.5, 0.4], [0.2, -0.6, -0.6], [-0.4, 0.6, -0.1], [0.4, -0.2, 0.6], [-0.3, 0.1, -0.2], [0.1, 0.4, 0.3], [0.0, -0.6, 1.2], [0.3, -0.7, -0.1], [0.6, -0.2, 0.2], [-0.5, -0.2, 0.6], [-0.5, -0.2, -0.7], [0.0, 0.5, 0.7], [-0.2, 0.1, 0.3], [0.2, -0.4, -0.4], [0.0, 0.0, 0.3], [-0.5, 0.6, 0.0], [-0.8, -0.6, -1.0], [0.0, -0.5, 0.6], [-0.8, -0.5, 0.8], [-0.4, -1.5, 0.1], [0.2, -0.7, -0.3], [0.5, 0.3, 1.1], [-0.3, -0.8, 0.1], [2.4, -1.1, 0.6], [-1.4, 1.9, -2.4], [-0.1, -0.3, 2.1], [-0.3, 1.7, -1.6], [1.7, -1.2, 1.5], [-1.2, -0.6, -0.2], [-2.5, -3.1, -1.4], [0.0, 2.0, -0.7], [-0.2, -0.3, 0.5], [0.0, -0.6, -0.1], [0.8, -0.1, -0.3], [-0.5, -0.1, -0.3], [-0.4, 0.6, -0.2], [-0.7, 0.0, 0.3], [-1.1, 0.2, -1.1], [1.6, -0.6, 2.3], [-0.1, -1.2, -0.7], [0.2, 0.0, -0.4], [0.1, -0.4, -0.1], [-0.1, -0.2, 0.4], [0.5, -0.3, 0.2], [0.3, 0.3, -0.1], [0.6, 3.5, 0.0], [0.5, 0.4, 0.3]]
}